1.
ORCA calculation (ωB97M-V/def2-TZVPD) on a 17-piece molecular cluster, C5H42O16 overall in a non-equilibrium geometry.

Geometry (Å):
C  0.16475  -0.04085  1.47774
C  0.47664  -0.26455  2.96298
C  1.47447  0.75573  3.40118
C  2.78708  0.60904  3.47668
C  0.86664  2.14635  3.52657
H  0.29402  -0.82112  0.71401
H  -0.88466  0.27487  1.35999
H  0.71221  0.80085  1.04283
H  -0.42764  -0.37937  3.55712
H  0.95813  -1.24003  3.05081
H  3.52227  1.39910  3.52039
H  3.34572  -0.30846  3.49745
H  0.30159  2.45537  2.64461
H  0.18710  2.05330  4.38221
H  1.61459  2.91918  3.69612
H  -2.61181  1.47795  -3.34055
H  -2.92900  0.20661  -2.37862
O  -2.54688  0.52331  -3.21021
H  1.30159  3.35951  -2.03932
H  1.65448  2.99760  -0.54089
O  0.99777  2.93912  -1.23847
H  -3.46017  -3.14748  -0.10737
H  -2.19026  -2.40420  -0.04965
O  -3.11071  -2.32800  0.26880
H  -2.85638  2.73878  1.57442
H  -2.92011  4.05803  2.43371
O  -2.62302  3.68199  1.60418
H  0.60638  -1.03469  -2.90056
H  0.92132  -2.47007  -3.09975
O  1.24597  -1.63827  -3.38146
H  0.18042  -4.17719  1.50508
H  -0.03828  -3.87488  2.98157
O  0.63175  -4.16144  2.35403
H  3.36303  -1.77941  -3.35733
H  3.99053  -1.99885  -1.98732
O  4.16490  -1.59955  -2.83903
H  -0.96482  0.45731  -2.60611
H  0.25597  0.94104  -1.92135
O  -0.19545  0.09388  -2.06394
H  -3.27091  0.34248  2.31051
H  -3.62140  0.72893  0.81797
O  -3.45141  1.03393  1.67508
H  3.97827  0.10125  -2.44784
H  3.12314  1.32305  -2.93961
O  3.59502  0.96862  -2.19110
H  2.03105  -3.41808  1.07840
H  3.37746  -4.21677  1.24565
O  2.63433  -4.04640  0.67656
H  -2.20965  4.48476  0.08255
H  -0.99319  4.43653  -0.77080
O  -1.94914  4.52462  -0.86512
H  -0.08163  -2.87784  -1.17028
H  -0.43614  -1.34227  -0.95707
O  -0.47486  -2.23209  -0.56820
H  -3.54552  -0.87760  -0.60399
H  -4.92940  -0.17410  -0.89061
O  -4.00421  -0.04327  -0.86008
H  2.07039  -2.89390  -1.97527
H  2.24095  -4.38795  -1.47163
O  1.77474  -3.80303  -2.07824
H  -0.60940  2.82223  -2.11449
H  -1.95797  3.44575  -1.64570
O  -1.55062  2.88062  -2.30718

Computed properties:
HOMO-LUMO gap   9.44 eV
HOMO level   -9.41 eV
Charge   0
Largest force on an atom   4.17 eV Å⁻¹
Total energy   -38626.5794 eV

2.
ORCA calculation (ωB97M-V/def2-TZVPD) on C3H6O4 in the gas phase in a non-equilibrium geometry.

Geometry (Å):
C  -0.93826  -0.31362  -0.21047
C  1.41943  0.49098  0.44162
C  0.24441  1.08728  -0.05405
O  -0.00866  -1.23708  -0.95303
O  0.95358  -1.50460  0.04527
O  -1.86169  0.08722  -1.13761
O  -1.26981  -0.75740  0.90435
H  -2.72612  -0.16211  -0.78202
H  0.32996  -1.63876  0.81952
H  2.29851  0.37627  -0.17576
H  1.56757  0.37600  1.50782
H  0.30315  1.49979  -1.05510
H  -0.31206  1.69603  0.64946

Computed properties:
HOMO-LUMO gap (spin up / spin down)   9.29 / 9.29 eV
HOMO level (spin up / spin down)   -9.66 / -9.66 eV
Charge   0
Largest force on an atom   1.05 eV Å⁻¹
Total energy   -11393.1934 eV

3.
ORCA calculation (ωB97M-V/def2-TZVPD) on C26H37ClNO6PV as an isolated structure in a non-equilibrium geometry.

Geometry (Å):
V  0.16673  1.58820  -0.41415
O  2.74512  4.21921  0.04623
Cl  2.28448  2.96181  0.39128
O  3.05759  2.23081  1.30042
O  2.03936  2.09072  -0.85268
O  0.83132  2.99419  0.85716
O  -3.35289  0.61764  0.05319
C  -3.01581  1.63653  -0.46771
N  -1.61553  1.99186  -0.63957
C  -1.53930  3.18645  -1.40347
O  -0.42319  3.53001  -1.75070
C  -2.89181  3.68216  -1.62567
C  -3.34448  4.82119  -2.26647
C  -4.72095  5.00847  -2.31526
C  -5.60095  4.08549  -1.75076
C  -5.14266  2.93537  -1.11327
C  -3.77528  2.75398  -1.05853
H  -2.65720  5.53254  -2.70324
H  -5.12200  5.88814  -2.79980
H  -6.66486  4.27024  -1.81223
H  -5.82414  2.21650  -0.68007
C  4.61620  -2.54836  1.73271
C  3.62926  -2.12040  2.82871
C  2.62102  -1.07968  2.31200
C  2.36446  -1.34766  0.81902
C  3.61581  -1.00768  -0.01369
C  4.88597  -1.39683  0.77160
P  0.79423  -0.59607  0.29230
C  -0.67578  -1.00097  1.29307
C  -0.87289  0.03247  2.42125
C  -2.09816  -0.37606  3.23508
C  -1.90270  -1.74582  3.91689
C  -0.73960  -2.54118  3.31925
C  -0.72693  -2.47432  1.79456
C  0.36998  -0.68824  -1.48342
C  -0.68434  -1.77411  -1.85892
C  -0.77201  -1.92377  -3.38594
C  -0.52430  -0.58892  -4.07970
C  0.92219  -0.11703  -3.84712
C  1.49483  -0.64634  -2.52333
H  4.22213  -3.40216  1.17230
H  5.54412  -2.89493  2.18446
H  4.16909  -1.68181  3.66839
H  3.09821  -2.99051  3.21856
H  3.02518  -0.07001  2.40459
H  1.70690  -1.11413  2.90583
H  2.13378  -2.41740  0.70132
H  3.63897  0.05914  -0.23816
H  3.58456  -1.54181  -0.96212
H  5.25531  -0.53425  1.33072
H  5.66753  -1.66080  0.06050
H  -1.50473  -0.84514  0.59369
H  -1.02921  1.03446  1.99324
H  0.01100  0.10937  3.05807
H  -2.95472  -0.40549  2.55786
H  -2.31384  0.39382  3.97502
H  -2.82289  -2.32465  3.82914
H  -1.72562  -1.61329  4.98380
H  -0.80356  -3.58600  3.62291
H  0.21063  -2.17456  3.71905
H  -1.64128  -2.92552  1.40392
H  0.09743  -3.07027  1.39630
H  -0.25544  0.26215  -1.70171
H  -1.65674  -1.50471  -1.44436
H  -0.38683  -2.71926  -1.39899
H  -1.75251  -2.32390  -3.64110
H  -0.04109  -2.65644  -3.73227
H  -1.24161  0.15235  -3.70488
H  -0.72439  -0.66786  -5.14667
H  0.97034  0.97621  -3.85170
H  1.56734  -0.45075  -4.65929
H  2.34102  -0.04277  -2.20026
H  1.86012  -1.66957  -2.63715

Computed properties:
HOMO-LUMO gap (spin up / spin down)   6.54 / 7.55 eV
Expectation value of S²   0.88
HOMO level (spin up / spin down)   -15.74 / -15.77 eV
Charge   +2
Largest force on an atom   1.10 eV Å⁻¹
Total energy   -88813.7560 eV
2S+1   2

4.
ORCA calculation (ωB97M-V/def2-TZVPD) on an isolated ion of composition C5H6N and charge +1 in a non-equilibrium geometry.

Geometry (Å):
C  1.60745  -0.83099  0.77528
C  0.88746  -1.30573  -0.16002
C  1.32965  0.36753  1.42410
C  0.34853  0.88382  0.66206
C  0.19136  -0.06592  -0.60440
N  -1.30472  -0.36508  -0.85578
H  1.69035  0.83217  2.27487
H  -0.40048  1.64285  0.74383
H  0.55074  0.33618  -1.52029
H  -1.91654  0.48026  -0.71743
H  -1.47052  -1.12089  -0.15175
H  -1.51328  -0.85420  -1.87045

Computed properties:
HOMO-LUMO gap (spin up / spin down)   8.18 / 8.38 eV
HOMO level (spin up / spin down)   -13.77 / -13.75 eV
SMILES string   [NH3+][C@@H]1C#CC=C1
Charge   +1
Largest force on an atom   4.52 eV Å⁻¹
Total energy   -6759.0072 eV

5.
ORCA calculation (ωB97M-V/def2-TZVPD) on a 2-piece molecular cluster, C2H10N2O overall in a non-equilibrium geometry.

Geometry (Å):
C  -1.74072  0.84916  5.60264
O  -1.99426  -0.24683  4.68000
H  -2.06652  0.30573  6.48576
H  -0.72784  1.44385  5.67757
H  -2.52748  1.61847  5.31558
H  -1.11276  -0.38669  4.32187
N  1.43293  -0.99281  -2.55845
C  1.35562  0.24802  -3.36344
N  1.11017  0.05529  -4.81235
H  1.02525  -1.05141  -1.72844
H  1.35023  -1.83713  -3.06524
H  0.68286  0.97071  -2.79242
H  2.24295  0.88346  -3.23404
H  0.67470  0.89591  -5.26086
H  0.92165  -0.88862  -4.99934

Computed properties:
HOMO-LUMO gap   9.48 eV
HOMO level   -8.54 eV
SMILES string   NCN.CO
Charge   0
Largest force on an atom   5.69 eV Å⁻¹
Total energy   -7261.4657 eV

6.
ORCA calculation (ωB97M-V/def2-TZVPD) on C21H18N6O4Ta as an isolated structure in a non-equilibrium geometry.

Geometry (Å):
Ta  -0.26463  0.00410  -0.05533
C  -2.92638  -3.44369  -1.92893
C  -1.70154  -2.76339  -1.39892
O  -1.80799  -1.57776  -1.05265
C  -0.44198  -3.50140  -1.29510
C  -0.35475  -4.85614  -1.63087
C  0.82805  -5.54738  -1.47822
C  1.95452  -4.88486  -0.99501
C  1.89503  -3.53919  -0.68062
C  0.69986  -2.86269  -0.82476
O  0.64166  -1.55309  -0.47545
H  -3.73048  -2.71839  -2.00590
H  -3.22849  -4.24163  -1.24647
H  -2.73668  -3.88876  -2.90634
H  -1.22424  -5.37097  -2.01644
H  0.88133  -6.59799  -1.72643
H  2.88345  -5.42251  -0.85807
H  2.75755  -3.00145  -0.31045
C  -1.09122  -0.72577  1.85680
H  -2.11211  -0.37421  2.00486
H  -0.45521  -0.40997  2.68688
H  -1.07852  -1.81778  1.82028
N  -1.86072  0.94649  -0.66842
C  -2.90177  1.23067  -1.20962
N  -3.91930  1.63042  -1.70345
C  -4.96811  1.29141  -2.43296
N  -5.89532  1.04372  -3.06939
O  2.11819  -0.45325  2.91611
C  2.43555  0.18526  1.95588
C  3.81250  0.74995  1.61682
C  3.62399  1.50873  0.29305
C  2.22233  1.14058  -0.09756
O  1.59917  1.31102  -1.16727
N  1.57296  0.53113  0.89957
H  4.51157  -0.08057  1.52476
H  4.16132  1.37374  2.43713
H  4.33619  1.24721  -0.48690
H  3.66286  2.59187  0.42654
N  -0.47273  7.73901  1.87049
C  -0.42736  6.62050  1.61499
C  -0.36349  5.21621  1.29412
C  -0.37727  4.79615  -0.03089
C  -0.32074  3.44165  -0.29133
N  -0.24509  2.52351  0.67809
C  -0.22285  2.93408  1.94726
C  -0.28443  4.26653  2.30406
H  -0.43312  5.50916  -0.84128
H  -0.32669  3.07858  -1.30967
H  -0.15239  2.16030  2.70335
H  -0.27245  4.56089  3.34365

Computed properties:
HOMO-LUMO gap   8.39 eV
HOMO level   -12.76 eV
Charge   +1
Largest force on an atom   1.30 eV Å⁻¹
Total energy   -40746.7855 eV